Entry 1:
Molecular formula: C5H32NO13
Method: DFT, ωB97M-V/def2-TZVPD

## Properties
Total charge: +1
Spin multiplicity: 1
Orbital gap, eV: 9.7
HOMO level, eV: -12.07
Energy relative to the best compared isomer or geometry (same formula, charge and spin), kcal per mole: 130.3

The geometry in XYZ format:
```
51
Properties=species:S:1:pos:R:3:lowdin_charge:R:1
O 1.805 0.406 2.402 0.1376
C 0.629 0.707 2.299 -0.4172
O -0.176 1.399 3.165 0.1652
C -0.281 0.279 1.136 -0.1491
C -0.252 -1.271 1.204 -0.1586
C -1.513 -1.980 0.930 -0.2176
C -1.775 -3.254 1.259 0.0322
N 0.238 0.857 -0.273 0.2162
H 0.247 2.030 3.611 0.0624
H -1.361 0.609 1.210 0.1234
H 0.497 -1.505 0.254 0.1613
H 0.221 -1.517 2.186 0.1326
H -2.154 -1.392 0.230 0.0978
H -2.492 -3.713 0.556 0.0679
H -1.316 -3.888 2.035 0.0790
H 1.243 0.888 -0.304 0.0925
H -0.213 0.233 -1.045 0.1782
H -0.122 1.827 -0.419 0.1119
H -4.464 -0.140 1.511 0.0969
H -3.384 0.309 2.422 0.0692
O -3.551 0.266 1.406 -0.1153
H 0.610 0.278 -4.900 0.0488
H 0.508 -0.713 -3.753 0.0522
O 0.809 0.201 -3.975 -0.0480
H 2.502 -1.758 -0.226 -0.1327
H 2.813 -0.865 -1.326 0.1026
O 2.189 -1.537 -0.945 0.0409
H 2.630 -1.736 2.305 0.0013
H 4.032 -2.361 2.356 0.0545
O 3.346 -2.049 1.765 -0.0271
H -0.348 4.782 -0.790 0.0763
H -1.611 4.099 -1.161 0.0464
O -0.796 3.902 -0.673 -0.0785
H -2.698 1.198 -0.335 0.0296
H -2.626 0.919 -1.796 0.0544
O -2.047 1.338 -1.054 -0.1099
H 2.690 0.805 -3.696 0.0599
H 3.660 1.812 -3.589 0.1137
O 3.380 1.039 -3.007 -0.0888
H -1.787 -0.361 3.397 -0.0076
H -2.349 -0.549 4.788 0.0441
O -2.530 -0.683 3.883 -0.0024
H 3.322 1.947 -1.744 -0.0128
H 3.910 2.049 -0.348 0.0542
O 3.077 2.287 -0.813 -0.1208
H 1.261 -2.542 -2.460 -0.0014
H 1.862 -3.797 -3.187 0.1062
O 1.130 -3.067 -3.298 -0.1310
H -4.868 0.451 -2.577 -0.0228
H -3.645 -0.605 -2.505 0.0930
O -4.022 0.288 -2.576 0.0396
```



Entry 2:
Molecular formula: C5H33N2O11
Method: DFT, ωB97M-V/def2-TZVPD

## Properties
Total charge: +1
Spin multiplicity: 1
Orbital gap, eV: 10.5
HOMO level, eV: -12.98
Energy relative to the best compared isomer or geometry (same formula, charge and spin), kcal per mole: 61.5

The geometry in XYZ format:
```
51
Properties=species:S:1:pos:R:3:lowdin_charge:R:1
N -0.080 -2.256 0.009 0.1826
C -1.196 -1.393 0.614 -0.2372
C -2.451 -2.066 0.155 -0.0440
C -1.004 0.067 0.205 -0.4798
N -1.696 0.979 0.890 0.0792
C -2.135 2.215 0.149 -0.1613
C -3.534 2.634 0.615 -0.0623
O -0.294 0.345 -0.755 -0.0144
H 0.281 -2.733 0.866 0.1637
H -0.520 -2.838 -0.686 0.1138
H 0.675 -1.666 -0.414 0.1175
H -1.049 -1.367 1.741 0.1082
H -2.638 -2.020 -0.967 0.1069
H -3.358 -1.631 0.576 0.0838
H -2.599 -3.141 0.377 0.1023
H -2.253 0.661 1.684 0.1436
H -1.482 3.046 0.460 0.1181
H -1.966 1.896 -0.903 0.1206
H -3.547 3.258 1.472 0.0627
H -4.091 1.732 0.796 0.0694
H -3.964 3.245 -0.163 0.0811
H 2.512 -3.343 0.170 0.0275
H 2.106 -4.728 -0.389 0.0558
O 1.771 -3.905 -0.049 -0.0364
H -0.141 -2.191 -3.006 0.0507
H -0.648 -0.814 -2.367 0.0165
O -0.825 -1.757 -2.482 -0.0411
H 2.573 -0.316 -0.389 0.0252
H 3.227 -1.400 -1.240 0.0591
O 2.786 -1.273 -0.350 -0.1069
H 1.835 3.586 2.047 0.0454
H 3.093 3.603 1.182 0.0625
O 2.159 3.336 1.148 -0.0601
H 2.120 1.742 -2.011 0.0745
H 0.909 0.927 -2.043 -0.0099
O 1.867 0.811 -2.100 -0.0657
H 0.791 1.506 1.431 0.0205
H 1.850 0.538 1.813 0.0969
O 1.054 0.589 1.247 -0.0429
H -0.420 -0.145 3.483 0.0403
H -1.164 -1.187 4.327 0.1000
O -0.792 -1.043 3.417 -0.0649
H -0.347 2.629 4.176 0.0736
H 0.570 2.221 2.988 -0.0346
O 0.586 2.527 3.887 -0.0315
H -0.450 2.030 -4.273 0.0667
H -0.469 1.011 -3.207 -0.0111
O -0.684 1.932 -3.335 -0.0346
H 2.730 -2.354 -2.937 0.0706
H 2.457 -1.058 -3.585 0.0816
O 2.130 -1.596 -2.833 -0.0822
```



Entry 3:
Molecular formula: C5H33N2O11
Method: DFT, ωB97M-V/def2-TZVPD

## Properties
Total charge: +1
Spin multiplicity: 1
Orbital gap, eV: 9.7
HOMO level, eV: -11.91
Energy relative to the best compared isomer or geometry (same formula, charge and spin), kcal per mole: 77.9

The geometry in XYZ format:
```
51
Properties=species:S:1:pos:R:3:lowdin_charge:R:1
O -1.270 -1.896 1.254 0.0482
C -1.798 -0.820 1.340 -0.2104
C -1.694 0.258 0.216 -0.2811
C -0.289 0.858 0.307 -0.1259
C -0.221 1.927 -0.831 -0.1728
C 0.729 1.521 -1.923 -0.1603
N -0.116 0.578 -2.748 0.1444
N -1.833 -0.346 -1.141 0.0740
H -2.506 -0.624 2.161 0.1296
H -2.475 0.996 0.413 0.1365
H 0.519 0.178 0.020 0.1258
H -0.276 1.336 1.280 0.0860
H -1.235 2.102 -1.209 0.1084
H -0.015 2.863 -0.309 0.1065
H 1.690 1.137 -1.566 0.0980
H 1.134 2.315 -2.544 0.1071
H -0.480 1.050 -3.574 0.1585
H 0.368 -0.235 -3.138 0.1197
H -2.800 -0.158 -1.383 0.1258
H -0.896 0.185 -2.103 0.0292
H -1.720 -1.358 -1.044 0.0721
H 3.165 -1.694 -2.364 0.0523
H 4.193 -1.044 -1.540 0.0357
O 3.314 -0.861 -1.881 -0.0577
H 3.005 -1.385 1.310 0.0400
H 3.238 -1.937 2.624 0.0490
O 2.649 -1.303 2.206 -0.0410
H -1.747 -3.821 -1.212 0.0577
H -2.964 -3.429 -2.047 0.0985
O -2.053 -3.194 -1.879 -0.0242
H -4.430 3.068 0.225 0.0399
H -3.953 4.286 -0.598 0.0236
O -3.805 3.369 -0.442 -0.0461
H -0.760 -4.880 1.176 0.0658
H 0.225 -3.930 0.433 0.0396
O -0.541 -4.494 0.313 -0.0520
H 2.793 1.409 4.237 0.0551
H 3.150 -0.031 4.677 0.0418
O 2.426 0.608 4.644 -0.0541
H -0.241 3.670 3.219 0.0474
H 0.686 4.191 2.048 0.0267
O 0.010 3.577 2.298 -0.0347
H -0.590 -2.945 -4.024 0.0432
H -1.018 -2.456 -2.519 -0.0673
O -0.413 -2.367 -3.282 -0.0870
H 0.987 -0.195 3.069 -0.0025
H 0.004 -0.577 3.989 0.0563
O 0.022 -0.157 3.123 -0.0626
H 3.172 3.988 -1.706 0.0313
H 4.279 3.079 -1.386 0.0414
O 3.509 3.135 -1.953 -0.0358
```



Entry 4:
Molecular formula: C5H34N2O11
Method: DFT, ωB97M-V/def2-TZVPD

## Properties
Spin multiplicity: 1
Orbital gap, eV: 9.3
HOMO level, eV: -9.26
Energy relative to the best compared isomer or geometry (same formula, charge and spin), kcal per mole: 100.2
SMILES: CN(CCN)CCO.O.O.O.O.O.O.O.O.O.O

The geometry in XYZ format:
```
52
Properties=species:S:1:pos:R:3:lowdin_charge:R:1
C 1.758 -1.092 -0.123 -0.0407
N 1.229 0.294 -0.289 -0.2030
C -0.233 0.242 -0.484 -0.1970
C -0.978 0.766 0.790 -0.2370
N -2.429 0.625 0.787 0.0358
C 1.712 1.040 -1.522 -0.1434
C 3.225 0.935 -1.724 -0.2291
O 3.574 0.149 -2.857 -0.0628
H 2.834 -1.041 -0.254 0.0828
H 1.367 -1.793 -0.857 0.0734
H 1.414 -1.432 0.832 0.0603
H -0.631 0.907 -1.289 0.0780
H -0.678 -0.748 -0.678 0.0996
H -0.718 1.809 0.928 0.0690
H -0.570 0.225 1.657 0.0860
H -2.752 -0.295 1.015 0.0264
H -2.836 0.942 -0.093 0.0322
H 1.339 2.058 -1.334 0.1303
H 1.225 0.672 -2.435 0.1155
H 3.701 1.899 -1.895 0.1240
H 3.655 0.444 -0.854 0.0995
H 3.634 -0.800 -2.704 0.0643
O -2.931 -1.937 2.338 -0.0761
H -3.363 -1.882 3.195 0.0474
H -2.049 -1.725 2.705 0.0082
O -1.400 -3.547 0.429 -0.0445
H -0.910 -2.739 0.570 -0.0010
H -2.348 -3.391 0.464 0.0386
O 1.995 2.006 1.801 -0.0548
H 2.749 1.780 2.344 0.0425
H 1.968 1.579 0.922 0.0107
O -3.623 2.435 -1.040 -0.0593
H -2.871 2.657 -1.603 0.0225
H -3.254 2.855 -0.248 0.0386
O 1.686 -0.912 2.868 -0.0424
H 2.070 -0.757 3.730 0.0656
H 1.719 -0.157 2.291 -0.0126
O -0.693 3.770 2.302 -0.0472
H -0.262 2.917 2.208 -0.0150
H -1.508 3.769 1.815 0.0143
O -0.911 -0.912 3.981 -0.0483
H -0.235 -0.451 3.467 0.0024
H -1.531 -0.241 4.262 0.0592
O 2.243 -2.521 -3.475 -0.0441
H 1.838 -1.769 -3.028 0.0003
H 1.702 -3.258 -3.174 0.0440
O -1.640 -2.461 -2.484 -0.0376
H -2.105 -1.644 -2.598 0.0188
H -0.977 -2.649 -1.829 -0.0072
O -1.759 1.108 -2.914 -0.0402
H -1.284 1.843 -3.304 0.0605
H -1.159 0.431 -2.613 -0.0070
```



Entry 5:
Molecular formula: C5H34N2O11
Method: DFT, ωB97M-V/def2-TZVPD

## Properties
Total charge: +2
Spin multiplicity: 1
Orbital gap, eV: 9.8
HOMO level, eV: -15.60
Energy relative to the best compared isomer or geometry (same formula, charge and spin), kcal per mole: 49.9

The geometry in XYZ format:
```
52
Properties=species:S:1:pos:R:3:lowdin_charge:R:1
C -1.396 3.399 -1.594 -0.1192
C 0.070 3.394 -1.210 -0.1655
C 0.677 2.432 -0.198 -0.0654
C 0.558 1.113 -0.329 -0.1000
N 1.184 0.213 0.581 0.0641
C 1.501 -0.975 0.238 0.1353
N -2.362 2.942 -0.477 0.1997
H -1.650 4.401 -1.905 0.1235
H -1.641 2.790 -2.481 0.1319
H 0.727 3.182 -2.118 0.1367
H 0.347 4.438 -0.920 0.1315
H 1.138 2.950 0.605 0.1195
H -0.035 0.565 -1.106 0.1436
H 1.137 0.532 1.549 0.1452
H 2.094 -1.758 0.858 0.1283
H 1.263 -1.392 -0.739 0.0971
H -3.134 2.295 -0.753 0.1506
H -1.766 2.504 0.274 0.1152
H -2.721 3.805 -0.050 0.1709
H -1.040 -3.520 -1.571 0.0355
H 0.375 -4.333 -1.353 0.0663
O -0.059 -3.475 -1.431 -0.0724
H 2.756 -1.272 3.531 0.0460
H 3.366 -2.340 2.450 0.0832
O 2.665 -1.698 2.679 -0.0681
H -0.381 -1.517 -2.343 -0.0060
H -0.491 -0.846 -3.691 0.0717
O -1.001 -1.017 -2.886 -0.0478
H 4.605 -0.091 0.864 0.0424
H 4.506 0.554 -0.570 0.0622
O 4.085 0.507 0.314 -0.0611
H 3.163 2.406 -2.558 0.0570
H 3.168 1.839 -3.981 0.0432
O 2.946 1.590 -3.077 -0.0784
H -4.556 0.712 -2.984 0.0588
H -3.654 -0.326 -2.318 0.0355
O -4.098 0.535 -2.151 -0.0617
H -1.016 -2.137 1.992 0.0280
H -1.284 -2.241 0.508 0.0331
O -1.092 -1.559 1.207 -0.0924
H 0.141 0.531 4.373 0.0527
H 1.592 0.771 4.817 0.0650
O 1.043 0.609 4.037 -0.0452
H 0.583 -3.180 3.356 0.0311
H -0.367 -4.330 2.891 0.0686
O -0.329 -3.416 3.187 -0.0300
H -3.451 -3.220 -0.829 0.1025
H -2.397 -2.224 -1.381 0.0256
O -2.554 -2.878 -0.695 -0.0388
H -1.082 0.865 2.166 0.0607
H -2.096 0.164 1.416 0.0661
O -1.437 0.854 1.267 -0.0763
```



Entry 6:
Molecular formula: C5H34N2O12
Method: DFT, ωB97M-V/def2-TZVPD

## Properties
Total charge: -1
Spin multiplicity: 2
<S²>: 0.750
Orbital gap (alpha / beta), eV: 2.7 / 9.2
HOMO level (alpha / beta), eV: -0.30 / -6.92
Energy relative to the best compared isomer or geometry (same formula, charge and spin), kcal per mole: 0.0

The geometry in XYZ format:
```
53
Properties=species:S:1:pos:R:3:lowdin_charge:R:1
N -0.499 0.935 3.074 0.0691
C 0.956 0.802 3.276 -0.3126
C 1.611 -0.519 2.841 -0.3662
C 3.009 -0.591 3.440 -0.0788
C 1.728 -0.781 1.316 -0.0718
C 1.646 2.089 2.846 -0.4960
N 1.596 2.509 1.552 0.1884
O 2.169 2.822 3.674 0.0276
H -0.706 1.102 2.086 0.0511
H -0.881 -0.005 3.135 0.0599
H 1.072 0.851 4.338 0.1182
H 0.966 -1.330 3.174 0.1232
H 3.320 -1.623 3.612 0.0740
H 3.072 -0.005 4.362 0.0758
H 3.802 -0.143 2.834 0.0853
H 2.373 -1.643 1.184 0.0749
H 0.751 -0.900 0.854 0.0523
H 2.154 0.120 0.884 0.0476
H 1.383 2.044 0.693 0.0361
H 2.159 3.321 1.487 0.0870
H 1.661 -2.658 -2.315 -0.0050
H 2.086 -4.016 -2.810 0.0177
O 1.329 -3.424 -2.805 -0.0802
H -0.794 -0.587 -0.985 0.0297
H -2.143 -0.481 -1.410 0.0196
O -1.591 -1.171 -1.008 -0.1089
H -3.563 1.202 1.214 0.0427
H -3.247 0.335 0.016 -0.0157
O -3.079 1.213 0.381 -0.0610
H -3.819 1.486 -2.471 0.0210
H -2.969 2.481 -3.224 0.0422
O -2.902 1.672 -2.701 -0.0988
H -3.119 -2.425 1.727 0.0285
H -2.163 -1.924 0.563 0.0144
O -3.089 -2.079 0.832 -0.0789
H 0.521 0.923 -3.706 0.0152
H -0.889 1.083 -2.937 0.0248
O 0.067 0.979 -2.862 -0.1837
H 0.473 1.026 -1.516 -0.0602
H -0.582 1.672 -0.677 0.0524
O 0.058 0.944 -0.631 -0.1573
H 2.428 0.380 -2.677 -0.0034
H 3.425 -0.376 -2.084 0.0467
O 2.449 -0.373 -2.044 -0.1467
H -2.087 -2.547 -2.025 -0.0071
H -2.954 -2.818 -3.253 0.0269
O -2.615 -3.241 -2.461 -0.0775
H 2.536 1.744 -1.095 -0.0287
H 3.008 3.139 -1.331 0.0224
O 3.306 2.310 -0.929 -0.1258
H -4.856 -0.676 -1.356 0.0374
H -4.185 -1.888 -1.936 0.0202
O -4.382 -0.961 -2.147 -0.0679
```



Entry 7:
Molecular formula: C5H34N2O12
Method: DFT, ωB97M-V/def2-TZVPD

## Properties
Spin multiplicity: 1
Orbital gap, eV: 9.7
HOMO level, eV: -9.43
Energy relative to the best compared isomer or geometry (same formula, charge and spin), kcal per mole: 8.8
SMILES: CCCNC(=O)CN.O.O.O.O.O.O.O.O.O.O.O

The geometry in XYZ format:
```
53
Properties=species:S:1:pos:R:3:lowdin_charge:R:1
C -0.726 -2.641 -2.591 -0.1078
C 0.106 -1.381 -2.728 -0.2367
C -0.600 -0.141 -2.140 -0.1863
N -0.753 -0.231 -0.706 0.0961
C 0.210 0.125 0.187 -0.3695
O 0.029 -0.129 1.387 -0.0777
C 1.450 0.923 -0.222 -0.1674
N 2.490 0.962 0.832 0.0256
H -0.915 -2.892 -1.573 0.0287
H -1.727 -2.522 -3.082 0.0860
H -0.237 -3.517 -3.066 0.0847
H 0.383 -1.175 -3.786 0.1204
H 1.086 -1.560 -2.249 0.0849
H -0.038 0.799 -2.406 0.1012
H -1.594 -0.080 -2.636 0.1296
H -1.450 -0.891 -0.370 0.1088
H 1.926 0.518 -1.202 0.1255
H 1.174 1.999 -0.469 0.1146
H 2.061 1.282 1.722 0.0710
H 2.937 0.024 0.964 0.0562
O -0.273 1.839 3.191 -0.0431
H 0.116 1.153 2.635 0.0080
H -1.124 1.456 3.487 0.0710
O 1.276 -2.378 2.180 -0.0379
H 0.662 -2.929 1.768 -0.0413
H 0.873 -1.482 2.079 0.0358
O -0.672 -3.743 0.944 -0.0628
H -1.416 -3.099 0.814 0.0077
H -1.018 -4.459 1.467 0.0516
O -2.998 1.825 0.511 -0.0219
H -2.415 2.521 0.773 -0.0175
H -2.509 1.468 -0.222 0.0353
O -2.481 -0.047 2.334 -0.0846
H -2.857 0.698 1.805 0.0280
H -1.531 -0.136 2.085 0.0115
O 3.267 -1.146 -1.649 -0.0790
H 3.351 -1.530 -0.745 -0.0034
H 4.018 -0.579 -1.716 0.0300
O 3.548 -2.044 0.860 -0.0500
H 4.147 -2.700 1.130 0.0380
H 2.694 -2.210 1.310 0.0077
O 0.826 2.777 -2.549 -0.0516
H 0.529 3.409 -1.930 -0.0510
H 1.577 3.132 -3.014 0.0508
O -1.190 3.589 1.423 -0.0917
H -1.500 4.341 1.999 0.1182
H -0.717 2.953 2.038 0.0335
O -2.796 -2.103 0.714 -0.0699
H -2.785 -1.384 1.399 0.0166
H -3.693 -2.446 0.661 0.0734
O 0.109 4.582 -0.709 -0.0354
H -0.588 5.109 -1.003 0.0257
H -0.240 4.090 0.064 0.0106
```



Entry 8:
Molecular formula: C5H34N2O12
Method: DFT, ωB97M-V/def2-TZVPD

## Properties
Spin multiplicity: 1
Orbital gap, eV: 8.7
HOMO level, eV: -8.80
Energy relative to the best compared isomer or geometry (same formula, charge and spin), kcal per mole: 53.1
SMILES: CCN[C@@H](C)C(N)=O.O.O.O.O.O.O.O.O.O.O.O

The geometry in XYZ format:
```
53
Properties=species:S:1:pos:R:3:lowdin_charge:R:1
C -3.593 0.745 1.271 -0.0805
C -2.802 0.334 0.040 -0.2775
N -1.368 0.596 0.175 -0.0333
C -0.578 0.194 -0.989 -0.2744
C -0.276 1.430 -1.882 -0.0199
C 0.753 -0.315 -0.467 -0.4379
N 1.737 -0.557 -1.359 0.2090
O 0.943 -0.654 0.708 -0.0129
H -4.342 -0.004 1.508 0.0715
H -3.872 1.799 1.236 0.0735
H -2.930 0.744 2.150 0.0624
H -2.876 -0.749 -0.092 0.0967
H -3.274 0.765 -0.860 0.1151
H -1.243 1.580 0.396 0.0840
H -1.139 -0.470 -1.642 0.1433
H 0.014 1.002 -2.852 0.0392
H 0.564 2.034 -1.550 0.0747
H -1.161 2.053 -1.940 0.0913
H 2.635 -0.901 -1.067 0.1172
H 1.666 -0.450 -2.360 0.0804
O 1.637 3.813 0.209 -0.0678
H 2.351 3.233 0.511 0.0042
H 0.869 3.227 0.329 -0.0079
O 3.739 1.519 0.543 -0.0283
H 4.119 1.941 -0.215 0.0517
H 4.324 1.406 1.279 0.0551
O 1.958 -3.081 0.761 -0.0754
H 1.687 -2.150 0.571 -0.0170
H 1.812 -3.227 1.698 0.0329
O -3.365 -2.750 -1.818 -0.0641
H -3.646 -3.470 -2.386 0.0327
H -2.414 -2.730 -1.948 -0.0115
O -0.873 3.719 1.036 -0.0812
H -0.542 3.392 1.901 0.0043
H -0.651 4.616 0.820 0.0432
O -0.342 0.019 3.446 -0.0513
H -0.585 -0.259 2.547 0.0318
H -0.199 -0.803 3.924 0.0570
O 0.483 3.084 3.240 -0.0536
H 0.306 2.163 3.490 0.0291
H 1.188 2.926 2.602 0.0174
O 0.142 -5.555 -0.171 -0.0564
H 0.024 -5.317 0.748 0.0445
H 0.996 -5.165 -0.396 0.0326
O 1.258 0.529 -4.351 -0.0619
H 0.505 0.016 -4.667 0.0583
H 1.950 0.316 -4.990 0.0590
O 2.022 0.951 2.523 -0.0682
H 1.508 0.167 2.739 0.0094
H 2.119 0.977 1.578 -0.0183
O -0.676 -4.114 -2.262 -0.0631
H -0.117 -3.557 -1.718 0.0184
H -0.447 -5.014 -1.999 0.0224
```